1.
Density functional theory data (wB97M-V/def2-TZVPD) for 3 unconnected molecules or ions with the total composition H2O5P2.

Properties
**2S+1**: 1
**Net charge**: -2
**Energy above the lowest of the compared OMol25 structures with the same formula, charge and spin**: 106.2 kJ/mol
**Kohn-Sham gap**: 0.3117 hartree

```
9
Properties=species:S:1:pos:R:3:forces:R:3
O 2.497117 1.690168 -0.159276 0.4 -1.0 0.5
O 3.552324 1.951362 2.074841 0.4 -0.7 0.3
O 2.578170 -0.386744 -1.709662 -3.5 -0.7 0.1
O -5.366516 -0.239785 1.089853 -0.2 -0.7 -1.9
O -5.224877 -2.689280 0.452937 -0.2 1.1 -1.2
P -5.375096 -1.254987 -0.071224 0.3 -0.5 3.2
P 3.228092 0.971900 0.983399 -0.5 2.0 0.0
H 2.543688 0.393081 -1.124865 1.3 1.3 0.2
H 1.567101 -0.435714 -1.536000 2.1 -0.9 -1.1
```
Forces are in eV/Å.

2.
Density functional theory data (wB97M-V/def2-TZVPD) for a molecular structure, C4H7PS.

Properties
**2S+1**: 1
**Energy above the lowest of the compared OMol25 structures with the same formula, charge and spin**: 260.3 kJ/mol
**Kohn-Sham gap (spin up / spin down)**: 0.2501 / 0.2630 hartree

```
13
Properties=species:S:1:pos:R:3:forces:R:3
C 0.432662 0.959847 0.314827 0.1 -0.4 -4.1
C 0.833278 -0.360379 -0.460251 -2.1 -0.8 2.5
C -0.878433 1.336358 -0.258448 -1.1 -2.0 1.8
C -1.862069 -1.016361 0.644942 -1.3 3.1 -0.7
P -0.536240 -1.740929 -0.160050 1.7 -0.1 -1.9
S -2.334532 0.480656 -0.170894 1.7 -0.6 1.7
H 0.509286 0.720927 1.301868 -0.2 -0.4 2.9
H 1.158987 1.728595 -0.001768 -0.3 -0.1 0.5
H 0.887337 -0.318812 -1.497721 0.1 0.6 -1.8
H 1.722692 -0.758404 -0.085126 1.8 -0.3 0.7
H -0.744928 1.894766 -1.097592 -0.2 2.0 -2.3
H -2.477715 -1.341636 1.461248 0.0 -0.3 0.0
H -0.926076 -1.434741 -1.547262 -0.1 -0.6 0.8
```
Forces are in eV/Å.

3.
Density functional theory data (wB97M-V/def2-TZVPD) for a single C27H24ClN3O3S molecule.

Properties
**2S+1**: 1
**SMILES**: Cc1ccc(S(=O)(=O)N(Cc2ccc(Cl)cc2)c2ccccc2C(=O)NCc2cccnc2)cc1
**Kohn-Sham gap**: 0.3453 hartree

```
59
Properties=species:S:1:pos:R:3:forces:R:3
C -1.964537 -5.936819 0.269326 0.1 0.0 0.0
C -1.737168 -4.478498 0.019188 0.0 0.1 0.0
C -1.613936 -3.590521 1.084517 0.0 0.1 -0.1
C -1.389420 -2.244394 0.858960 0.0 0.0 0.2
C -1.288463 -1.783652 -0.439893 0.0 0.6 -0.2
C -1.401603 -2.645890 -1.512640 0.0 0.1 -0.2
C -1.628805 -3.991184 -1.279641 0.0 0.0 0.1
H -1.726529 -4.670349 -2.113679 0.0 -0.1 -0.1
H -1.324711 -2.246623 -2.511530 0.0 0.0 -0.2
S -0.937908 -0.049759 -0.703379 -0.1 -0.7 0.1
O -1.094563 0.249907 -2.091872 0.3 -0.2 -0.1
O -1.665026 0.707072 0.271392 0.1 -0.4 0.1
N 0.688051 0.030702 -0.326381 -0.9 0.1 -0.5
C 1.031779 0.247963 1.010735 0.0 0.3 0.9
C 1.702602 -0.704064 1.772589 -0.1 0.1 -0.3
C 1.977695 -0.460068 3.105507 0.0 0.0 0.1
C 1.571888 0.724069 3.698066 0.0 -0.1 0.0
C 0.913327 1.679338 2.943643 -0.1 0.0 -0.1
C 0.651633 1.460024 1.597688 0.3 -0.2 0.0
C 0.072777 2.545764 0.745339 0.1 0.4 0.5
O 0.584372 2.882208 -0.305127 0.0 0.1 -0.3
N -0.970167 3.203355 1.311006 -0.1 0.2 0.2
H -1.498860 2.688361 1.999340 0.1 -0.1 0.0
C -1.737335 4.151929 0.518844 0.0 0.0 -0.1
C -2.739057 3.430042 -0.342019 0.0 0.1 -0.2
C -3.976130 3.046357 0.162436 0.3 0.2 0.0
N -4.859820 2.338627 -0.516443 -0.4 -0.1 0.3
C -4.543589 1.969046 -1.746418 0.1 -0.1 -0.3
C -3.343602 2.297232 -2.356399 0.0 0.1 0.1
C -2.422832 3.038505 -1.636723 -0.2 0.1 0.1
H -1.463082 3.291853 -2.060728 0.1 0.0 0.0
H -3.122649 1.965905 -3.358156 0.0 -0.1 -0.1
H -5.294283 1.382587 -2.261358 0.0 0.0 -0.1
H -4.276089 3.324001 1.166648 0.1 0.1 0.1
H -1.022441 4.693920 -0.104347 -0.2 0.0 0.1
H -2.232674 4.844036 1.205395 0.1 0.0 -0.1
H 0.626799 2.620080 3.390296 0.0 0.1 0.0
H 1.780536 0.908195 4.740923 0.0 0.0 0.1
H 2.504808 -1.202927 3.685484 0.0 -0.1 0.0
H 2.010607 -1.634074 1.320648 0.0 -0.1 -0.1
C 1.548264 -0.736094 -1.199205 0.2 -0.3 -0.4
C 2.969273 -0.242015 -1.133891 0.1 0.0 0.0
C 4.030478 -1.135877 -1.114913 -0.1 0.1 0.0
C 5.336485 -0.681870 -1.055552 0.1 0.1 0.0
C 5.575901 0.680931 -1.005612 -0.2 -0.1 0.0
C 4.527544 1.587633 -1.020016 0.1 0.0 0.0
C 3.227392 1.123532 -1.088220 0.0 -0.1 -0.1
H 2.401864 1.819955 -1.090086 -0.1 0.1 0.0
H 4.727606 2.646626 -0.979607 0.0 0.1 0.0
Cl 7.204373 1.254834 -0.920292 0.2 0.1 0.0
H 6.160710 -1.377711 -1.043093 0.1 0.0 0.0
H 3.841702 -2.199530 -1.150552 0.0 -0.1 0.0
H 1.141723 -0.578517 -2.203461 0.2 -0.2 0.0
H 1.505290 -1.814056 -0.978663 0.0 0.1 0.0
H -1.304254 -1.540801 1.672313 0.0 0.0 0.2
H -1.699098 -3.957537 2.096653 0.0 0.0 0.1
H -2.539297 -6.088852 1.179365 0.0 -0.1 0.0
H -1.007789 -6.446277 0.387295 0.0 -0.1 0.0
H -2.489781 -6.396628 -0.563723 0.0 -0.1 0.0
```
Forces are in eV/Å.

4.
Density functional theory data (wB97M-V/def2-TZVPD) for a molecular structure, C37H30ClIrN6O2.

Properties
**2S+1**: 5
**Energy above the lowest of the compared OMol25 structures with the same formula, charge and spin**: 0.0 kJ/mol
**Kohn-Sham gap (spin up / spin down)**: 0.2102 / 0.2324 hartree

```
77
Properties=species:S:1:pos:R:3:forces:R:3
Ir -0.097312 0.086759 -0.226532 0.2 -1.1 0.1
C 3.604310 -5.259110 -2.684948 -0.1 0.1 0.0
C 2.755777 -4.347734 -1.842934 0.1 0.0 0.0
C 1.560220 -4.775807 -1.271787 0.1 0.0 0.0
C 0.780259 -3.919739 -0.528741 -0.1 0.2 0.0
C 1.144480 -2.580335 -0.313135 0.3 -0.2 -0.1
N 0.374475 -1.737238 0.499101 -0.2 1.0 -0.4
C -0.255293 -2.312702 1.604205 -0.2 0.0 0.2
C 0.414806 -3.329677 2.305767 -0.1 0.1 0.0
C -0.182929 -4.068832 3.299675 0.0 0.1 -0.1
C -1.503809 -3.815407 3.660213 0.0 -0.1 0.0
C -2.209443 -4.672021 4.675537 0.0 0.1 0.1
C -2.135830 -2.736051 3.076178 -0.1 0.1 0.1
C -1.539921 -1.950800 2.082330 0.6 -0.4 0.0
N -2.232144 -0.832383 1.618518 0.0 0.0 -0.3
C -3.563598 -0.509579 1.875007 -0.4 0.3 0.0
C -3.843602 0.702533 1.397489 0.2 -0.1 0.1
C -2.614364 1.230719 0.727970 -0.2 0.2 -0.2
N -1.628602 0.185017 0.990316 -0.4 0.0 0.2
C 2.287875 -2.130144 -0.985797 -0.3 -0.3 0.0
C 3.088234 -3.013950 -1.703734 0.0 0.1 -0.1
N 2.597360 -0.749068 -1.080131 0.4 0.1 0.2
C 3.818461 -0.213966 -1.278515 -0.1 0.2 0.0
C 3.646727 1.072629 -1.733962 0.0 -0.1 -0.1
C 2.264580 1.252370 -1.793379 0.1 0.0 -0.2
N 1.633193 0.156533 -1.382020 0.1 0.0 0.0
H 3.472914 -6.301934 -2.400182 0.0 0.0 0.0
H 4.659685 -5.002861 -2.594256 0.0 0.0 0.0
H 3.321478 -5.157159 -3.735269 0.0 -0.1 0.0
H 1.226889 -5.795111 -1.422877 0.0 0.0 0.0
H -0.159539 -4.268609 -0.126850 0.0 0.0 0.0
H 1.432260 -3.551604 2.018083 0.0 0.0 0.0
H 0.376784 -4.852525 3.794767 0.0 0.0 0.0
H -1.733272 -5.648837 4.743855 0.0 0.0 0.0
H -3.255386 -4.816009 4.405899 0.0 0.0 0.0
H -2.178977 -4.217391 5.668335 0.0 0.0 0.0
H -3.127502 -2.488632 3.428679 0.0 0.0 0.0
H -4.214371 -1.204752 2.371527 0.1 0.0 0.0
H -4.779983 1.230584 1.446846 0.0 -0.1 0.0
H -2.269914 2.167260 1.187479 0.1 -0.1 0.0
H 3.963571 -2.626218 -2.210217 0.0 0.0 -0.1
H 4.714924 -0.767228 -1.061176 0.0 -0.1 -0.1
H 4.413469 1.787406 -1.972317 0.0 0.0 0.0
H 1.716799 2.122604 -2.116070 -0.1 0.0 0.2
C -4.098865 1.208897 -2.777946 -0.1 0.0 0.0
C -3.270234 2.091663 -3.459350 0.0 0.0 0.1
C -2.189970 2.651265 -2.809674 0.1 0.0 0.0
C -1.905189 2.370439 -1.462592 -0.2 -0.1 0.0
C -2.772207 1.496652 -0.774110 -0.1 0.2 0.0
C -3.841710 0.920955 -1.450494 0.0 0.0 0.0
C -0.700985 2.956097 -0.868065 0.1 0.4 0.0
C -0.270785 4.236151 -1.208528 -0.1 -0.1 0.2
C 0.913102 4.751818 -0.723019 0.1 0.1 -0.1
C 1.720746 3.956680 0.149125 -0.1 -0.2 0.0
C 2.977885 4.356253 0.615504 0.0 -0.1 0.1
C 3.720293 3.546242 1.459441 0.1 0.1 0.0
C 3.200396 2.333131 1.888284 0.0 -0.1 0.0
C 1.955024 1.915915 1.445233 -0.1 0.1 -0.2
C 1.222932 2.683659 0.531310 0.3 0.1 0.3
N 0.053269 2.175733 -0.006109 -0.2 -0.5 -0.4
H -4.948364 0.756261 -3.272152 0.0 0.0 0.0
H -3.451928 2.323918 -4.500794 0.0 0.0 0.0
H -1.519883 3.302154 -3.355833 0.0 0.0 0.0
H -4.490106 0.230048 -0.928760 0.0 0.0 0.0
H -0.908916 4.845431 -1.834164 0.0 0.0 0.0
H 1.237229 5.750423 -0.984605 0.0 0.0 0.0
H 3.370981 5.313396 0.293717 0.0 0.0 0.0
H 4.703152 3.861402 1.786063 0.0 0.0 0.0
H 3.766157 1.703842 2.563607 0.0 0.0 0.0
H 1.532285 0.973346 1.779318 0.1 0.0 0.0
Cl 0.552194 -1.717552 -4.269152 0.3 -0.1 0.0
C -1.124881 -1.329761 -3.814149 -0.2 0.0 0.4
C -1.506394 -1.972205 -2.457514 -0.2 -0.1 -0.6
O -1.829640 -3.152106 -2.447627 0.2 0.2 0.1
O -1.567514 -1.167271 -1.459056 0.3 0.4 0.5
H -1.758619 -1.738045 -4.595613 0.0 0.0 0.0
H -1.209433 -0.247194 -3.760934 0.0 0.0 0.0
```
Forces are in eV/Å.

5.
Density functional theory data (wB97M-V/def2-TZVPD) for a single C6H11N molecule.

Properties
**2S+1**: 1
**Energy above the lowest of the compared OMol25 structures with the same formula, charge and spin**: 219.0 kJ/mol
**SMILES**: C/C=C/C/C=C/N
**Kohn-Sham gap**: 0.3358 hartree

```
18
Properties=species:S:1:pos:R:3:forces:R:3
C -0.052645 1.600001 -0.897971 0.3 -1.0 1.6
C 1.100786 1.871128 -0.242886 -1.1 -0.1 -1.2
N 2.385780 1.941280 -0.825805 -0.9 1.1 0.7
C -1.089876 0.800883 -0.058346 1.5 0.3 -1.2
C -0.848469 -0.716607 -0.195172 0.8 2.3 -0.2
C -0.491100 -1.430473 0.864262 -0.8 -0.7 -0.1
C -0.735282 -2.908163 0.892420 0.5 -0.3 -0.3
H -0.155585 1.625937 -1.970678 0.2 -0.3 -0.3
H 0.988896 2.102434 0.813164 0.6 -0.7 0.2
H 2.858632 2.701556 -0.345941 0.5 -0.1 -0.4
H 2.262842 2.164736 -1.808564 0.4 -0.1 0.0
H -0.836315 1.038746 0.973333 -0.8 0.2 0.2
H -2.099619 1.057872 -0.385666 -0.1 -0.1 0.5
H -0.669827 -1.023047 -1.222424 -1.1 -0.8 0.0
H -0.124981 -0.915991 1.750373 -0.7 -0.1 0.3
H -0.769046 -3.281469 -0.139869 0.2 -0.1 0.2
H -1.711028 -3.174686 1.312333 0.0 0.4 0.1
H -0.013162 -3.454144 1.487440 0.3 -0.2 -0.1
```
Forces are in eV/Å.

6.
Density functional theory data (wB97M-V/def2-TZVPD) for a single C4HIS molecule.

Properties
**2S+1**: 1
**Energy above the lowest of the compared OMol25 structures with the same formula, charge and spin**: 28.2 kJ/mol
**SMILES**: IC1=CS2#CC=21
**Kohn-Sham gap**: 0.3045 hartree

```
7
Properties=species:S:1:pos:R:3:forces:R:3
C 0.917309 2.322849 0.077938 -1.3 2.9 -0.2
C -0.093719 3.101508 0.071934 0.5 -1.1 -0.2
C 0.131892 0.361674 0.029792 -1.6 2.6 -0.6
C 1.294358 1.037564 -0.057069 2.8 -3.4 0.8
S -1.171110 1.674121 -0.021004 1.3 -0.5 0.5
I 3.305589 0.096656 0.086417 -1.8 1.0 -0.2
H -0.209906 -0.612605 0.160307 0.1 -1.6 -0.1
```
Forces are in eV/Å.

7.
Density functional theory data (wB97M-V/def2-TZVPD) for a gas-phase ion, C9H11N4S (charge +1).

Properties
**2S+1**: 1
**Net charge**: +1
**Energy above the lowest of the compared OMol25 structures with the same formula, charge and spin**: 131.7 kJ/mol
**SMILES**: Cc1nn(S)/c(=[NH+]\c2ccccc2)[nH]1
**Kohn-Sham gap**: 0.3411 hartree

```
25
Properties=species:S:1:pos:R:3:forces:R:3
C -2.787188 2.903535 0.834368 -0.3 -1.2 -0.9
C -3.097691 1.718486 0.188077 -0.7 0.3 1.3
C -1.592892 2.973912 1.488784 0.6 1.1 -0.1
C -2.277038 0.651108 0.330328 1.2 -1.2 -1.0
C -0.691709 1.936113 1.523667 -0.3 0.8 1.1
C -1.037288 0.769416 0.935280 -0.6 1.1 -0.4
C 2.030545 -1.786395 -1.241373 2.3 -1.0 0.6
C 0.617765 -0.776725 0.132791 2.9 2.6 -5.3
C 3.146899 -2.703437 -1.670882 -2.3 0.5 -0.9
N 1.772718 -0.761537 -1.901598 -0.1 1.1 -1.9
N 0.982098 0.104029 -1.267493 -0.5 -3.5 4.7
N 1.425779 -1.816638 0.062549 0.1 -0.3 -0.8
N -0.094025 -0.265094 1.022947 -2.3 -2.0 4.3
S 0.143951 1.344199 -1.974596 -0.6 0.9 -0.9
H -3.599425 3.564026 0.701528 0.0 1.7 0.6
H -4.103294 1.649998 -0.169892 -0.2 -0.4 -0.7
H -1.177884 3.849717 1.905896 -0.4 1.2 0.7
H -2.477119 -0.257802 -0.175595 -0.4 -0.9 -0.3
H 0.153412 2.098130 2.177067 0.5 -0.4 -0.4
H 3.912915 -2.793041 -0.985269 1.8 0.4 1.5
H 3.474950 -2.377078 -2.655007 0.1 0.0 0.2
H 2.766473 -3.683735 -1.729862 -0.6 -1.4 -0.5
H 1.699214 -2.548498 0.749053 -0.8 1.0 -0.6
H -0.271699 -0.845633 1.876524 0.6 0.5 -0.9
H 1.070839 2.366515 -2.103054 -0.1 -0.9 0.6
```
Forces are in eV/Å.